No. 1
ORCA calculation (the ωB97M-V functional and the def2-TZVPD basis) on a molecular structure, C37H29F6N5PS2SbW.

CARTESIAN COORDINATES (ANGSTROEM)
W 0.424230 0.939780 0.427206
N 2.800275 1.676307 3.908858
C 3.469855 0.483644 3.660202
C 4.507377 -0.135224 4.350662
C 4.999121 -1.296316 3.800650
C 4.491926 -1.804357 2.593526
C 3.468481 -1.181695 1.913083
C 2.928075 -0.020438 2.479292
N 1.917205 0.864326 2.060711
C 1.905566 1.856828 2.940044
C 0.976897 2.943369 2.737510
C 0.846951 4.139968 3.357989
S -0.387068 5.046670 2.611904
C -0.638672 3.817465 1.490070
N 0.109959 2.749173 1.671137
H 2.974612 2.299683 4.683256
H 4.914920 0.276243 5.264050
H 5.809800 -1.816570 4.291217
H 4.936582 -2.697235 2.176052
H 3.171110 -1.558101 0.940956
H 1.406479 4.530578 4.193553
H -1.356719 3.914609 0.691787
S -2.707496 3.220540 -2.044239
C -1.209401 3.496269 -2.803684
C -0.168817 2.845349 -2.200075
C -0.592861 2.096746 -1.066712
C -1.953562 2.218400 -0.884841
C -2.574846 1.591317 0.247304
C -3.919947 1.718621 0.600896
C -4.378167 1.138867 1.759162
C -3.479326 0.446209 2.575513
C -2.172907 0.346628 2.179725
N -1.714312 0.878771 1.021472
H -1.162204 4.131741 -3.675735
H 0.845279 2.918894 -2.561251
H -4.581218 2.281775 -0.044752
H -5.417608 1.233307 2.045447
H -3.789253 -0.001151 3.508844
H -1.462277 -0.160758 2.813054
N 0.306965 -1.096034 1.395312
C -0.691184 -2.121600 1.100002
C -0.976615 -3.103897 2.029723
C -1.877232 -4.103453 1.682977
C -2.455899 -4.115261 0.421293
C -2.150083 -3.121318 -0.496026
C -1.264553 -2.103346 -0.146064
P -0.720826 -0.805436 -1.258254
C -2.176874 -0.418010 -2.246411
C -2.073654 0.008602 -3.572446
C -3.219080 0.262004 -4.310102
C -4.472745 0.095233 -3.737525
C -4.583276 -0.332217 -2.420742
C -3.443600 -0.587586 -1.677099
C 0.554681 -1.566443 -2.274008
C 1.122049 -0.872839 -3.345717
C 2.102586 -1.470702 -4.117672
C 2.531513 -2.758690 -3.822571
C 1.982486 -3.448613 -2.752219
C 0.999247 -2.857604 -1.972571
H 0.362540 -0.965567 2.405965
H 1.222154 -1.495920 1.167211
H -0.503059 -3.107381 3.005247
H -2.116507 -4.879411 2.397509
H -3.143424 -4.904227 0.148947
H -2.594733 -3.140224 -1.482880
H -1.117041 0.119793 -4.052344
H -3.130562 0.573366 -5.342190
H -5.363340 0.281108 -4.322943
H -5.559041 -0.486481 -1.979194
H -3.548984 -0.941993 -0.658698
H 0.822257 0.140178 -3.567521
H 2.534858 -0.931256 -4.949717
H 3.295729 -3.225098 -4.429708
H 2.310120 -4.454889 -2.529027
H 0.566189 -3.420260 -1.155836
F 2.048384 0.035415 -0.474817
Sb 3.535536 1.467885 -1.070447
F 4.542754 0.023075 -1.600130
F 4.226721 1.450152 0.647611
F 4.407697 3.028321 -1.498625
F 1.931033 2.370341 -0.223708
F 2.538797 1.550039 -2.628454

Forces on the atoms, in the same order (eV/Å):
-0.3 -0.3 -0.2
0.0 0.1 0.1
0.1 0.0 0.0
0.0 0.0 0.0
0.0 0.0 0.0
0.0 0.0 0.0
-0.1 0.0 -0.1
0.1 -0.2 0.0
-0.2 0.1 -0.1
0.1 0.0 0.1
0.0 0.0 0.0
0.0 0.0 0.1
0.1 0.1 -0.1
-0.1 0.0 0.1
0.2 0.2 -0.1
0.0 0.0 0.0
0.0 0.0 0.0
0.0 0.0 0.0
0.0 0.0 0.0
0.0 0.0 0.0
0.0 0.0 0.0
0.0 0.0 0.0
-0.1 0.0 0.0
0.1 0.0 -0.1
0.0 0.0 0.0
0.1 -0.1 0.1
-0.1 0.0 0.1
-0.1 0.0 0.1
0.1 0.0 -0.1
0.0 0.0 0.1
0.0 0.0 0.0
0.0 0.0 0.0
0.4 0.1 -0.1
0.0 0.0 0.0
-0.1 0.0 0.0
0.0 0.0 0.0
0.0 0.0 0.0
0.0 0.0 0.0
0.0 0.0 0.0
0.1 0.1 0.0
0.1 0.0 0.3
-0.1 -0.1 0.1
0.1 0.0 0.1
0.0 0.0 -0.1
0.0 -0.1 -0.1
-0.1 0.0 -0.2
0.0 0.0 -0.1
0.0 0.1 0.0
-0.1 0.0 0.0
0.0 0.0 0.0
0.0 0.0 0.0
0.0 0.0 0.0
0.0 0.0 0.0
0.0 0.1 0.0
0.0 0.0 0.0
0.0 0.0 0.0
0.0 0.0 0.0
0.0 0.0 0.0
0.0 0.0 0.0
0.0 0.0 0.0
0.0 0.0 0.0
0.0 0.0 0.0
0.0 0.0 0.0
0.0 0.0 0.0
0.0 0.0 0.0
0.1 0.0 0.0
0.0 0.0 0.0
0.0 0.0 0.0
0.0 0.0 0.0
0.0 0.0 0.0
0.0 0.0 0.0
0.0 0.0 0.0
0.0 0.0 0.0
0.0 0.0 0.0
0.0 0.0 0.0
0.0 0.0 0.0
0.0 0.2 -0.1
0.0 0.0 0.0
0.0 0.0 0.0
0.0 0.0 0.0
-0.1 -0.1 0.1
-0.1 -0.1 -0.1

## Properties
- HOMO energy (alpha / beta): -16.39 / -16.44 eV
- Multiplicity: 2
- Maximum force: 0.009 hartree/bohr
- Total charge: +3
- M: 1058.4 g/mol
- Lowest unoccupied orbital energy (alpha / beta): -9.3 / -9.8 eV

=====

No. 2
ORCA calculation (the ωB97M-V functional and the def2-TZVPD basis) on a molecular structure, C37H30AsBrN4PdS.

CARTESIAN COORDINATES (ANGSTROEM)
Pd -0.171934 1.395533 -1.396244
Br 1.485281 6.272989 4.065960
C 1.495353 4.952684 2.718791
C 0.301653 4.505793 2.185052
C 0.321991 3.543425 1.186953
C 1.522742 3.036304 0.710858
C 2.713986 3.482134 1.281914
C 2.705335 4.435665 2.281171
N 1.471393 2.030876 -0.304953
C 2.503689 1.408093 -0.661783
C 2.371816 0.217884 -1.503839
C 3.462961 -0.515443 -1.905998
C 3.259429 -1.679271 -2.638432
C 1.968981 -2.057184 -2.934333
C 0.918605 -1.259860 -2.500456
N 1.122124 -0.151933 -1.806265
H -0.639297 4.903102 2.539559
H -0.603580 3.182053 0.773269
H 3.671496 3.090464 0.965176
H 3.632627 4.770749 2.723851
H 3.492017 1.685429 -0.311759
H 4.455735 -0.166273 -1.647378
H 4.097538 -2.281025 -2.966459
H 1.759731 -2.958370 -3.495232
H -0.114793 -1.512364 -2.705510
C -0.209524 0.994950 -4.744165
C -1.366063 0.428963 -3.966004
C -2.483015 -0.194875 -4.453730
C -3.425340 -0.261643 -3.390842
C -2.854852 0.319318 -2.285788
C -3.532236 0.682707 -0.996011
N -1.581772 0.714231 -2.632662
H -0.362181 0.813379 -5.809156
H 0.766987 0.584319 -4.477823
H -0.153072 2.075824 -4.593390
H -2.611020 -0.538248 -5.472084
H -4.436687 -0.647675 -3.428581
H -4.612627 0.664746 -1.138139
H -3.238189 1.682077 -0.681583
H -3.302821 0.005531 -0.168903
C -3.102999 -1.911986 5.050558
C -3.792649 -1.660811 3.870284
C -3.119653 -1.156264 2.766535
C -1.749960 -0.911276 2.826146
C -1.066540 -1.151127 4.013324
C -1.742116 -1.650888 5.120627
As -0.873410 -0.214546 1.206471
C -0.874327 -1.909151 0.234872
C -1.920142 -2.467972 -0.484693
C -1.729060 -3.670589 -1.154231
C -0.494263 -4.311233 -1.104349
C 0.556272 -3.749905 -0.391258
C 0.373037 -2.543730 0.276976
C 1.408838 -1.825429 1.054503
C 2.739011 -2.215404 1.202979
C 3.605818 -1.447582 1.970532
C 3.155396 -0.289208 2.598335
C 1.832952 0.112651 2.443559
C 0.964324 -0.650007 1.671145
H -3.626038 -2.308779 5.912452
H -4.856510 -1.856629 3.809247
H -3.670351 -0.958030 1.854361
H -0.003379 -0.959187 4.078701
H -1.199255 -1.841151 6.039316
H -2.881219 -1.974157 -0.547230
H -2.544273 -4.102068 -1.722534
H -0.350457 -5.251235 -1.622542
H 1.517507 -4.252106 -0.361438
H 3.102621 -3.112444 0.714565
H 4.636998 -1.759778 2.090102
H 3.835413 0.299731 3.204091
H 1.481782 1.019270 2.924691
S -1.200812 5.669838 -2.600966
C -1.122018 4.207327 -1.937278
N -1.093008 3.148794 -1.422904

Forces on the atoms, in the same order (eV/Å):
-0.6 0.1 -0.9
0.0 0.0 0.0
0.0 0.0 0.0
0.0 0.0 0.0
-0.1 -0.1 0.0
0.0 0.2 0.0
0.1 -0.1 -0.1
0.0 0.0 0.0
-0.9 0.7 0.6
1.1 -0.7 -0.3
0.4 0.2 0.0
0.4 0.0 0.0
0.2 0.0 0.0
0.0 -0.1 -0.1
-0.4 -0.2 0.0
-0.4 0.1 0.1
0.0 0.0 0.0
-0.1 0.0 -0.1
0.0 0.1 0.0
0.0 0.0 0.0
0.1 -0.2 0.0
0.0 -0.1 0.0
0.0 0.1 0.0
0.0 0.0 0.0
0.0 0.1 0.0
-0.1 -0.1 0.2
0.2 0.3 0.3
-0.3 -0.3 -0.1
-0.2 -0.3 -0.2
0.2 0.2 -0.1
0.3 -0.2 -0.1
0.3 0.1 0.2
0.0 0.0 0.1
0.1 -0.1 0.1
0.0 0.0 0.0
-0.1 0.1 0.1
0.1 0.0 -0.1
0.0 0.0 0.0
0.0 0.1 0.0
0.0 0.0 0.0
0.0 0.0 0.0
0.0 0.0 0.0
0.0 0.0 0.1
0.0 0.0 0.0
-0.1 0.0 0.0
0.0 0.0 0.0
0.0 -0.2 0.3
0.1 0.0 0.0
0.0 0.0 0.0
0.1 0.0 0.0
0.0 0.1 0.0
0.0 0.0 0.0
0.1 0.0 0.1
0.0 -0.1 0.0
0.0 0.0 0.0
-0.1 0.0 0.0
0.0 0.0 0.0
0.0 0.0 -0.1
0.1 0.1 0.0
0.0 0.0 0.0
0.0 0.0 0.0
0.0 0.0 0.0
0.0 0.0 0.0
0.0 0.0 0.0
0.0 0.0 0.0
0.0 0.0 0.0
0.0 0.0 0.0
0.0 0.0 0.0
0.0 0.0 0.0
0.0 0.0 0.0
0.0 0.0 0.0
0.0 0.0 0.0
0.0 0.0 0.0
-0.1 -0.1 0.0
-0.1 0.2 0.1

## Properties
- HOMO energy: -6.99 eV
- Multiplicity: 1
- Maximum force: 0.025 hartree/bohr
- M: 824.0 g/mol
- Lowest unoccupied orbital energy: -1.6 eV

=====

No. 3
ORCA calculation (the ωB97M-V functional and the def2-TZVPD basis) on a molecular structure, C37H30BClF9N5O3PbSe.

CARTESIAN COORDINATES (ANGSTROEM)
Pb 0.387470 0.895697 -1.024422
C 0.681851 4.198693 0.303624
O 1.098723 2.947356 0.865688
C 0.581043 2.670326 2.110247
C 1.193497 3.187294 3.237913
C 0.705147 2.875791 4.498473
C -0.411093 2.060614 4.618536
C -1.038936 1.561335 3.488020
C -0.545624 1.847726 2.216415
N -1.128843 1.384681 1.010430
N -2.347452 1.039360 1.152067
C -3.118625 0.793187 0.078229
C -2.834795 1.325924 -1.223072
O -1.757220 1.903425 -1.541478
C -3.898336 1.250552 -2.206784
C -5.047127 0.591917 -1.971032
C -5.323159 -0.015613 -0.696391
C -6.511066 -0.728485 -0.476177
C -6.784476 -1.279459 0.753133
C -5.865128 -1.114806 1.794466
C -4.687815 -0.432759 1.590605
C -4.383316 0.128097 0.339135
H -0.394160 4.189524 0.115601
H 1.227254 4.304482 -0.631058
H 0.937098 5.019933 0.976300
H 2.053771 3.833497 3.117474
H 1.187460 3.275834 5.379906
H -0.809943 1.827498 5.597410
H -1.949448 0.981890 3.579102
H -3.682413 1.711190 -3.161922
H -5.798734 0.507002 -2.747830
H -7.210807 -0.838193 -1.295932
H -7.699746 -1.832796 0.915339
H -6.077572 -1.533182 2.770274
H -3.983935 -0.319160 2.404115
C 2.516409 0.075995 -5.071554
C 2.217742 -0.508499 -3.776447
N 1.926940 -0.957368 -2.760055
H 1.581983 0.266435 -5.597528
H 3.124971 -0.612976 -5.654765
H 3.051049 1.013257 -4.922352
Cl 0.524001 -3.679632 0.118185
C 0.834891 -3.309640 1.744620
C 1.832800 -3.986891 2.418035
C 2.108115 -3.661432 3.736837
C 1.419561 -2.655031 4.422679
C 0.410573 -1.995116 3.780176
C 0.061916 -2.318007 2.432183
C -0.949602 -1.628824 1.821129
H 2.400587 -4.750427 1.907393
H 2.899604 -4.198063 4.244730
H 1.688712 -2.408136 5.438942
H -0.145783 -1.202242 4.263635
H -1.512996 -0.905807 2.395328
H -1.204755 -1.743973 0.769871
C 4.149390 -2.293391 -0.619694
N 4.549348 -0.934286 -0.309030
C 5.748859 -0.370945 -0.678617
C 5.743254 0.901338 -0.235245
N 4.546647 1.096928 0.410713
C 4.138259 2.358823 1.006095
C 3.815224 -0.030046 0.365454
Se 2.182973 -0.341240 1.230603
H 4.414955 -2.510113 -1.651082
H 3.072168 -2.368746 -0.516548
H 4.646244 -2.993887 0.052376
H 6.467302 -0.905894 -1.270376
H 6.442983 1.703364 -0.376750
H 3.940326 3.076211 0.212841
H 4.937141 2.716940 1.653532
H 3.237800 2.181512 1.586483
F 4.254131 1.151418 -2.813219
B 3.799995 2.479440 -2.703528
F 2.523579 2.449581 -2.074547
F 4.679971 3.214778 -1.902952
F 3.673269 3.029469 -3.972918
F -4.515280 -2.759715 -4.786721
C -3.627578 -2.335153 -3.872962
C -3.661713 -2.824137 -2.579097
F -4.591610 -3.723113 -2.232320
C -2.739894 -2.386303 -1.647925
F -2.803213 -2.880365 -0.392763
C -1.753775 -1.434035 -1.942418
O -0.935068 -1.000909 -1.022514
C -1.750058 -0.973762 -3.269177
F -0.857406 -0.025443 -3.623591
C -2.658512 -1.406610 -4.212971
F -2.619978 -0.913701 -5.458576

Forces on the atoms, in the same order (eV/Å):
-0.2 0.2 -0.1
0.0 0.0 0.0
-0.1 0.0 -0.1
-0.1 0.0 -0.1
0.0 0.0 0.1
0.0 0.0 0.0
0.0 0.0 0.0
0.0 0.0 0.1
0.1 0.0 0.1
0.2 0.1 0.0
-0.1 -0.1 0.0
0.0 0.0 -0.1
-0.2 0.0 0.0
0.1 -0.1 0.0
0.1 0.0 0.0
0.0 0.0 0.1
0.0 0.0 0.0
0.0 0.0 0.0
0.0 0.0 0.0
0.0 0.0 0.0
0.0 0.0 0.0
0.0 0.0 0.0
0.0 0.0 0.0
0.0 0.0 0.0
0.0 0.0 0.0
0.0 0.0 0.0
0.0 0.0 0.0
0.0 0.0 0.0
0.0 0.0 0.0
0.0 0.0 0.0
0.0 0.0 0.0
0.0 0.0 0.0
0.0 0.0 0.0
0.0 0.0 0.0
0.0 0.0 0.0
0.0 0.1 0.0
-0.1 0.0 0.1
0.1 -0.1 0.0
0.0 0.0 0.0
0.0 0.0 0.0
0.0 0.0 0.0
0.0 0.0 0.0
0.1 0.0 0.0
0.0 0.0 0.0
0.0 0.0 0.0
0.0 0.0 0.0
0.0 0.0 0.0
-0.1 0.1 0.0
0.0 0.0 0.1
0.0 0.0 0.0
0.0 0.0 0.0
0.0 0.0 0.0
0.0 0.0 0.0
0.0 0.0 0.0
0.0 0.0 0.0
0.0 0.0 0.0
-0.1 0.0 0.0
0.1 0.0 0.0
0.0 0.0 0.0
0.0 0.0 0.0
0.0 0.0 0.1
0.0 0.1 0.1
0.0 -0.2 0.0
0.0 0.0 0.0
0.0 0.0 0.0
0.0 0.0 0.0
0.0 0.0 0.0
0.0 0.0 0.0
0.0 0.0 0.0
0.0 0.0 0.0
0.1 0.0 0.0
0.1 -0.1 0.0
0.0 -0.1 -0.1
-0.2 0.1 0.2
0.1 0.1 0.0
0.0 0.1 -0.1
0.1 0.0 0.1
0.0 0.0 -0.1
0.0 0.0 0.1
0.1 0.1 0.0
-0.1 0.0 0.0
0.0 0.0 0.0
0.0 0.1 -0.1
0.1 -0.1 0.0
0.0 0.0 0.1
0.0 -0.1 0.0
0.0 0.0 -0.1
0.0 0.0 0.1

## Properties
- HOMO energy: -7.24 eV
- Multiplicity: 1
- Maximum force: 0.006 hartree/bohr
- M: 1096.1 g/mol
- Lowest unoccupied orbital energy: -3.1 eV

=====

Calculated energy relative to the best compared isomer or geometry (same formula, charge and spin) in order - 3.8; 3.7; 41.3 kcal/mol
Calculated E in order - -3744.7355; -6982.8526; -5905.7371 Ha